# C41H81N4O8P

4 unconnected molecules or ions with the total composition C41H81N4O8P in a non-equilibrium geometry (ωB97M-V/def2-TZVPD, OMol25).

Each atom is followed by the atoms it is bonded to, with distances in Å.
Atoms and positions in Å:
1 C -0.62 8.26 1.48  C2 1.619, H22 1.156, H23 1.156, H24 1.138
2 C -1.46 9.41 0.71  C1 1.619, O3 1.262, O4 1.443
3 O -1.67 10.51 1.30  C2 1.262
4 O -1.98 9.17 -0.62  C2 1.443, C5 1.467
5 C -3.38 8.77 -0.45  O4 1.467, C6 1.616, H25 1.155, H26 1.157
6 C -3.55 7.22 -0.02  C5 1.616, C7 1.632, H27 1.149, H28 1.142
7 C -5.11 6.92 0.36  C6 1.632, C8 1.630, H29 1.155, H30 1.146
8 C -5.21 5.36 0.82  C7 1.630, C9 1.632, H31 1.148, H32 1.157
9 C -4.71 5.26 2.36  C8 1.632, C10 1.620, H33 1.142, H34 1.150
10 C -4.09 3.80 2.72  C9 1.620, C11 1.602, H35 1.158, H36 1.144
11 C -2.60 3.86 3.30  C10 1.602, C12 1.630, H37 1.157, H38 1.155
12 C -1.80 2.45 3.16  C11 1.630, C13 1.600, H39 1.139, H40 1.158
13 C -1.44 2.27 1.61  C12 1.600, C14 1.598, N21 1.495, H41 1.160
14 C -0.70 3.44 0.81  C13 1.598, C15 1.637, H42 1.137, H43 1.157
15 C -0.87 2.75 -0.66  C14 1.637, P16 1.886, C20 1.629, H44 1.161
16 P 0.06 3.57 -2.08  C15 1.886, O17 1.530, O18 1.725, O19 1.717
17 O 1.35 2.80 -2.42  P16 1.530
18 O 0.45 5.19 -1.63  P16 1.725, H45 0.993
19 O -1.02 3.71 -3.40  P16 1.717, H46 0.994
20 C -0.40 1.27 -0.17  C15 1.629, N21 1.344, H47 1.139
21 N -0.72 1.06 1.12  C13 1.495, C20 1.344, H48 1.040
22 H -0.60 7.34 0.79  C1 1.156
23 H -1.25 7.93 2.40  C1 1.156
24 H 0.41 8.60 1.80  C1 1.138
25 H -3.89 8.86 -1.48  C5 1.155
26 H -3.92 9.44 0.32  C5 1.157
27 H -3.27 6.52 -0.88  C6 1.149
28 H -2.95 6.95 0.92  C6 1.142
29 H -5.43 7.63 1.21  C7 1.155
30 H -5.78 7.15 -0.54  C7 1.146
31 H -6.29 4.98 0.69  C8 1.148
32 H -4.53 4.71 0.14  C8 1.157
33 H -3.96 6.09 2.60  C9 1.142
34 H -5.65 5.45 3.00  C9 1.150
35 H -4.78 3.33 3.52  C10 1.158
36 H -4.22 3.16 1.78  C10 1.144
37 H -1.98 4.74 2.90  C11 1.157
38 H -2.67 4.05 4.44  C11 1.155
39 H -0.92 2.35 3.88  C12 1.139
40 H -2.58 1.63 3.42  C12 1.158
41 H -2.47 2.16 1.09  C13 1.160
42 H -1.03 4.52 0.94  C14 1.137
43 H 0.42 3.26 1.02  C14 1.157
44 H -2.01 2.89 -0.86  C15 1.161
45 H -0.40 5.55 -1.26  O18 0.993
46 H -1.91 3.40 -3.06  O19 0.994
47 H 0.13 0.57 -0.90  C20 1.139
48 H -0.48 0.19 1.64  N21 1.040
49 C -2.20 4.19 -9.59  C50 1.556, H60 1.095, H61 1.092, H62 1.092
50 C -3.41 4.62 -8.72  C49 1.556, C51 1.547, N55 1.496, C59 1.550
51 C -4.01 5.94 -9.24  C50 1.547, C52 1.526, H63 1.097, H64 1.096
52 C -3.15 7.17 -8.93  C51 1.526, C53 1.524, H65 1.095, H66 1.094
53 C -2.82 7.24 -7.44  C52 1.524, C54 1.544, H67 1.094, H68 1.097
54 C -2.20 5.93 -6.90  C53 1.544, N55 1.495, C57 1.549, C58 1.549
55 N -2.98 4.72 -7.29  C50 1.496, C54 1.495, O56 1.361
56 O -4.10 4.69 -6.52  N55 1.361
57 C -0.74 5.81 -7.42  C54 1.549, H69 1.094, H70 1.094, H71 1.089
58 C -2.03 6.06 -5.37  C54 1.549, H72 1.094, H73 1.094, H74 1.094
59 C -4.45 3.50 -8.95  C50 1.550, H75 1.097, H76 1.095, H77 1.092
60 H -2.47 3.44 -10.34  C49 1.095
61 H -1.77 5.03 -10.15  C49 1.092
62 H -1.41 3.73 -9.00  C49 1.092
63 H -5.00 6.10 -8.81  C51 1.097
64 H -4.16 5.88 -10.33  C51 1.096
65 H -2.23 7.15 -9.52  C52 1.095
66 H -3.68 8.07 -9.23  C52 1.094
67 H -2.14 8.08 -7.27  C53 1.094
68 H -3.74 7.47 -6.89  C53 1.097
69 H -0.30 4.86 -7.12  C57 1.094
70 H -0.12 6.61 -7.00  C57 1.094
71 H -0.66 5.91 -8.50  C57 1.089
72 H -2.97 6.27 -4.86  C58 1.094
73 H -1.35 6.88 -5.12  C58 1.094
74 H -1.60 5.15 -4.94  C58 1.094
75 H -4.08 2.53 -8.60  C59 1.097
76 H -4.68 3.39 -10.02  C59 1.095
77 H -5.41 3.69 -8.46  C59 1.092
78 C 2.37 -6.17 1.82  C79 1.555, H89 1.095, H90 1.092, H91 1.092
79 C 1.64 -4.87 2.25  C78 1.555, C80 1.547, N84 1.496, C88 1.550
80 C 0.15 -4.93 1.82  C79 1.547, C81 1.526, H92 1.097, H93 1.096
81 C -0.06 -4.75 0.32  C80 1.526, C82 1.525, H94 1.094, H95 1.094
82 C 0.62 -3.48 -0.18  C81 1.525, C83 1.544, H96 1.095, H97 1.098
83 C 2.12 -3.41 0.21  C82 1.544, N84 1.494, C86 1.549, C87 1.549
84 N 2.34 -3.68 1.66  C79 1.496, C83 1.494, O85 1.362
85 O 1.94 -2.58 2.35  N84 1.362
86 C 2.91 -4.42 -0.65  C83 1.549, H98 1.093, H99 1.094, H100 1.089
87 C 2.68 -2.04 -0.22  C83 1.549, H101 1.095, H102 1.094, H103 1.094
88 C 1.70 -4.89 3.79  C79 1.550, H104 1.096, H105 1.095, H106 1.092
89 H 2.46 -6.88 2.65  C78 1.095
90 H 1.85 -6.70 1.02  C78 1.092
91 H 3.40 -5.97 1.50  C78 1.092
92 H -0.42 -4.15 2.35  C80 1.097
93 H -0.29 -5.88 2.14  C80 1.096
94 H 0.30 -5.62 -0.23  C81 1.094
95 H -1.14 -4.69 0.11  C81 1.094
96 H 0.51 -3.42 -1.27  C82 1.095
97 H 0.09 -2.61 0.23  C82 1.098
98 H 3.96 -4.46 -0.34  C86 1.093
99 H 2.89 -4.13 -1.71  C86 1.094
100 H 2.51 -5.43 -0.62  C86 1.089
101 H 2.13 -1.20 0.21  C87 1.095
102 H 2.61 -1.91 -1.31  C87 1.094
103 H 3.74 -1.94 0.05  C87 1.094
104 H 2.73 -4.86 4.15  C88 1.096
105 H 1.25 -5.82 4.18  C88 1.095
106 H 1.15 -4.07 4.26  C88 1.092
107 C 4.66 -9.67 7.77  C108 1.555, H118 1.095, H119 1.092, H120 1.092
108 C 3.90 -9.35 6.45  C107 1.555, C109 1.547, N113 1.496, C117 1.550
109 C 3.56 -10.66 5.71  C108 1.547, C110 1.526, H121 1.097, H122 1.096
110 C 4.76 -11.32 5.04  C109 1.526, C111 1.524, H123 1.095, H124 1.094
111 C 5.49 -10.32 4.14  C110 1.524, C112 1.544, H125 1.094, H126 1.097
112 C 5.87 -9.02 4.88  C111 1.544, N113 1.495, C115 1.549, C116 1.550
113 N 4.71 -8.42 5.61  C108 1.496, C112 1.495, O114 1.360
114 O 3.88 -7.86 4.69  N113 1.360
115 C 7.04 -9.30 5.85  C112 1.549, H127 1.093, H128 1.094, H129 1.089
116 C 6.48 -8.03 3.85  C112 1.550, H130 1.094, H131 1.094, H132 1.094
117 C 2.57 -8.71 6.93  C108 1.550, H133 1.097, H134 1.095, H135 1.092
118 H 4.00 -9.66 8.64  C107 1.095
119 H 5.13 -10.66 7.76  C107 1.092
120 H 5.43 -8.92 7.98  C107 1.092
121 H 2.80 -10.46 4.94  C109 1.097
122 H 3.10 -11.38 6.40  C109 1.096
123 H 5.44 -11.72 5.79  C110 1.095
124 H 4.43 -12.17 4.44  C110 1.094
125 H 6.39 -10.80 3.74  C111 1.094
126 H 4.85 -10.10 3.28  C111 1.097
127 H 7.27 -8.41 6.45  C115 1.093
128 H 7.94 -9.57 5.30  C115 1.094
129 H 6.84 -10.13 6.53  C115 1.089
130 H 5.81 -7.82 3.01  C116 1.094
131 H 7.40 -8.44 3.41  C116 1.094
132 H 6.75 -7.08 4.33  C116 1.094
133 H 2.76 -7.78 7.48  C117 1.097
134 H 2.04 -9.39 7.62  C117 1.095
135 H 1.88 -8.50 6.12  C117 1.092

Properties
expectation value of S²: 3.764
Kohn-Sham gap (alpha / beta): 5.302 / 5.970 eV
electronic energy: -2772.5599 a.u.
charge: +1
spin multiplicity: 4